Record 1
Below is a structure of composition C60H42BrCdIN2O3S2, with properties calculated with ωB97M-V/def2-TZVPD.

Properties
Net charge: 0

Each line ends with the Löwdin charge.
Atoms and positions in Å:
1 I 3.671 -2.083 1.679  0.958
2 Cd 0.612 -1.538 2.279  1.298
3 Br -0.378 5.450 5.422  0.692
4 S -1.579 1.661 0.154  1.021
5 S -0.186 -1.287 -1.233  1.026
6 O 0.447 -2.126 -0.157  -0.610
7 O -2.929 1.800 0.771  -0.485
8 O 1.407 0.509 2.523  -0.236
9 N -1.343 -2.957 1.938  0.028
10 N -1.422 -0.322 2.641  0.023
11 C -2.592 1.453 -4.322  -0.160
12 C 0.924 -3.235 -2.831  -0.052
13 C 0.980 1.490 3.221  -0.409
14 C -1.892 1.641 -1.632  -0.281
15 C -5.002 -2.466 1.851  -0.041
16 C 3.630 -3.438 3.283  -0.634
17 C 3.821 -5.218 5.385  -0.047
18 C 0.261 -3.074 4.853  -0.177
19 C 4.878 -5.058 4.544  -0.091
20 C -3.875 -0.387 2.341  -0.029
21 C -0.066 -2.273 -2.709  -0.360
22 C 2.824 2.042 -2.093  -0.151
23 C -3.237 1.811 -2.021  -0.044
24 C 0.397 -3.953 5.950  -0.094
25 C -3.607 -4.488 1.497  -0.012
26 C 0.524 1.196 -2.150  -0.163
27 C -0.889 -2.791 -4.892  -0.030
28 C -0.277 0.983 -4.923  -0.017
29 C -1.525 4.412 0.201  -0.049
30 C 0.189 -4.569 -6.310  -0.048
31 C -0.989 -2.056 -3.721  -0.068
32 C -0.771 2.904 4.213  -0.093
33 C -1.985 1.034 -6.625  -0.075
34 C -3.574 1.727 -3.338  -0.008
35 C 1.002 -3.967 -4.004  -0.028
36 C 1.520 3.595 4.344  -0.126
37 C -0.770 3.247 0.258  -0.358
38 C -0.905 1.379 -2.544  -0.170
39 C 1.915 2.458 3.699  -0.016
40 C -2.566 -2.379 2.040  -0.162
41 C -1.469 0.824 3.235  -0.123
42 C 1.174 7.034 0.664  -0.044
43 C 1.457 2.251 -2.386  -0.125
44 C 1.253 -2.859 3.924  -0.220
45 C -3.746 -3.114 1.801  -0.155
46 C -1.244 1.283 -3.928  -0.128
47 C 2.477 -3.572 4.114  -0.270
48 C 1.943 4.528 -3.027  -0.062
49 C 2.349 -0.218 -1.377  -0.068
50 C 3.739 3.107 -2.283  -0.027
51 C -5.051 -1.126 2.097  -0.060
52 C -2.639 -0.987 2.369  -0.204
53 C 2.621 -4.488 5.200  -0.178
54 C 4.783 -4.143 3.474  -0.186
55 C 0.498 5.700 0.509  -0.263
56 C 3.248 0.780 -1.599  0.001
57 C -0.885 5.630 0.324  -0.028
58 C -2.367 -5.049 1.425  -0.043
59 C 1.225 4.519 0.576  -0.027
60 C 1.041 3.520 -2.862  -0.010
61 C -0.638 0.860 -6.233  -0.068
62 C 0.982 0.009 -1.647  -0.289
63 C 0.105 -3.751 -5.050  -0.265
64 C -1.246 -4.224 1.646  -0.131
65 C 0.156 3.832 4.585  -0.705
66 C -0.392 1.714 3.550  -0.146
67 C 0.596 3.286 0.467  -0.075
68 C -2.935 1.324 -5.691  -0.032
69 C 3.310 4.320 -2.736  -0.070
70 C 1.551 -4.657 6.111  -0.057
71 H 4.785 2.940 -2.057  0.115
72 H 1.611 5.500 -3.369  0.108
73 H -4.498 -5.078 1.318  0.117
74 H -2.600 4.350 0.084  0.115
75 H 1.773 -4.720 -4.112  0.116
76 H 0.111 0.625 -6.978  0.107
77 H 1.607 -3.412 -2.010  0.113
78 H -1.821 3.081 4.411  0.109
79 H 3.881 -5.906 6.221  0.109
80 H -1.600 -2.619 -5.691  0.117
81 H 0.757 0.840 -4.635  0.124
82 H -0.239 -4.625 1.577  0.115
83 H 1.215 -4.871 -6.517  0.078
84 H -1.775 -1.321 -3.597  0.111
85 H -0.411 -5.477 -6.221  0.086
86 H 5.627 -3.999 2.815  0.076
87 H -0.419 -4.073 6.653  0.098
88 H 1.674 -5.351 6.934  0.106
89 H -3.972 1.993 -1.248  0.107
90 H 2.257 6.924 0.714  0.075
91 H 2.657 -1.176 -0.980  0.044
92 H -2.258 0.937 -7.668  0.103
93 H -2.229 -6.096 1.194  0.104
94 H -5.903 -3.039 1.671  0.110
95 H -1.465 6.545 0.290  0.117
96 H 2.254 4.318 4.677  0.100
97 H -3.970 1.459 -5.981  0.113
98 H 4.016 5.128 -2.875  0.105
99 H -0.691 -2.557 4.749  0.069
100 H -4.603 1.862 -3.649  0.117
101 H -0.185 -4.010 -7.168  0.077
102 H 0.936 7.694 -0.172  0.080
103 H -2.437 1.193 3.580  0.118
104 H 5.795 -5.614 4.690  0.101
105 H 2.295 4.557 0.743  0.120
106 H -0.009 3.686 -3.070  0.126
107 H -6.002 -0.608 2.103  0.107
108 H -3.965 0.680 2.479  0.089
109 H 2.962 2.264 3.503  0.116
110 H 0.842 7.532 1.577  0.084
111 H 4.300 0.620 -1.395  0.121
112 H 1.160 2.367 0.573  0.111

Forces on the atoms, in the same order (eV/Å):
I 0.1 0.0 0.0
Cd -0.1 -0.2 0.3
Br 0.0 0.0 0.0
S 0.2 -0.1 -0.2
S -0.5 -0.1 0.2
O 0.4 0.3 0.1
O 0.1 0.3 -0.1
O 0.0 0.1 -0.2
N -0.1 0.0 0.1
N -0.1 0.0 -0.1
C -0.1 0.0 0.0
C 0.0 0.0 0.0
C 0.0 -0.1 0.0
C -0.2 0.1 0.1
C 0.0 0.0 0.0
C 0.0 0.0 -0.1
C 0.0 0.0 0.0
C 0.0 0.0 0.0
C 0.0 0.0 0.0
C -0.2 0.1 0.2
C 0.0 0.1 -0.1
C 0.0 0.0 0.0
C 0.0 0.0 0.0
C 0.0 0.0 0.0
C 0.0 0.0 0.0
C 0.0 0.1 -0.1
C 0.0 0.0 0.0
C 0.0 0.0 0.0
C 0.1 0.0 -0.1
C 0.0 0.0 0.0
C 0.0 -0.1 0.0
C 0.0 0.0 0.0
C 0.0 0.0 0.0
C 0.0 0.0 0.0
C 0.0 0.0 0.0
C 0.0 0.0 0.0
C -0.1 0.1 0.0
C 0.1 0.0 0.0
C 0.0 0.1 -0.1
C 0.1 0.1 0.0
C -0.1 -0.1 0.1
C 0.0 0.0 0.0
C 0.0 0.0 0.0
C 0.1 -0.2 -0.1
C -0.1 -0.1 0.0
C 0.0 0.0 0.0
C 0.0 0.1 0.0
C 0.0 0.0 0.0
C 0.0 0.1 0.1
C 0.0 0.0 0.0
C 0.1 0.0 0.0
C 0.0 -0.1 0.0
C 0.0 0.0 0.0
C 0.0 0.0 0.1
C 0.0 0.0 0.0
C 0.0 0.0 0.0
C 0.0 0.0 0.0
C 0.0 0.0 0.0
C 0.0 0.0 0.1
C 0.0 -0.1 0.0
C 0.0 0.0 0.0
C 0.1 -0.1 0.1
C 0.0 0.0 0.0
C 0.0 0.0 0.0
C 0.0 0.0 0.0
C 0.0 0.0 0.0
C 0.0 0.0 0.1
C 0.0 0.0 0.0
C 0.0 0.0 0.0
C 0.0 0.0 0.0
H 0.0 0.0 0.0
H 0.0 0.0 0.0
H 0.0 0.0 0.0
H 0.0 0.0 0.0
H 0.0 0.0 0.0
H 0.0 0.0 0.0
H 0.0 0.0 0.0
H 0.0 0.0 0.0
H 0.0 0.0 0.0
H 0.0 0.0 0.0
H 0.0 0.0 0.0
H 0.0 0.0 0.0
H 0.0 0.0 0.0
H 0.0 0.0 0.0
H 0.0 0.0 0.0
H 0.0 0.0 0.0
H 0.0 0.0 0.0
H 0.0 0.0 0.0
H 0.0 0.0 0.0
H 0.0 0.0 0.0
H 0.0 0.0 0.0
H 0.0 0.0 0.0
H 0.0 0.0 0.0
H 0.0 0.0 0.0
H 0.0 0.0 0.0
H 0.0 0.0 0.0
H 0.0 0.0 0.0
H 0.0 0.0 0.0
H 0.0 0.0 0.0
H 0.0 0.0 0.0
H 0.0 0.0 0.0
H 0.0 0.0 0.0
H 0.0 0.0 0.0
H 0.0 0.0 0.0
H 0.0 0.0 0.0
H 0.0 0.0 0.0
H 0.0 0.0 0.0
H 0.0 -0.1 0.0
H 0.0 0.0 0.0
H 0.0 0.0 0.0
H 0.0 0.0 0.0
H 0.0 -0.1 0.0


Record 2
Below is a structure of composition C4H8OS in a non-equilibrium geometry, with properties calculated with ωB97M-V/def2-TZVPD.

Properties
Net charge: 0

Each line ends with the Löwdin charge.
Atoms and positions in Å:
1 S 0.968 -1.267 0.125  0.834
2 O -0.632 0.814 1.104  -0.112
3 C -0.880 0.286 -0.068  -0.447
4 C 1.238 1.479 -0.271  -0.131
5 C -2.242 -0.320 -0.324  -0.020
6 C 0.489 0.204 -0.733  -0.651
7 H -3.044 0.112 0.407  0.132
8 H 0.312 0.190 -1.755  0.084
9 H 2.121 1.768 -0.968  0.102
10 H 1.551 1.464 0.828  0.092
11 H -2.289 -1.396 -0.470  0.081
12 H 1.290 -0.582 1.224  -0.089
13 H 0.521 2.299 -0.444  0.078
14 H -2.532 0.008 -1.275  0.047

Forces on the atoms, in the same order (eV/Å):
S 1.6 -1.8 -0.6
O -3.4 -1.4 -3.6
C 1.6 2.0 7.1
C 1.5 0.9 -1.1
C -0.7 1.2 1.0
C -1.5 1.6 1.6
H 1.8 -1.1 -1.1
H 0.7 -0.8 -2.2
H -1.2 -0.9 1.2
H -0.4 0.0 -1.9
H 0.4 -0.2 0.7
H -0.2 -0.1 0.1
H 0.4 -0.1 0.4
H -0.7 0.8 -1.7


Record 3
Below is a structure of composition C60H47OP2PdSSi in a non-equilibrium geometry, with properties calculated with ωB97M-V/def2-TZVPD.

Properties
Net charge: +1

Each line ends with the Löwdin charge.
Atoms and positions in Å:
1 Pd 0.330 0.157 -0.507  0.245
2 S -1.586 -0.152 1.604  0.896
3 P -1.548 1.908 -0.780  1.042
4 P 1.204 -1.727 0.505  1.009
5 Si 1.903 0.292 -2.120  0.709
6 O -2.522 -0.402 0.446  -0.523
7 C -3.242 -0.577 -3.540  -0.075
8 C 3.362 -0.269 1.380  -0.108
9 C -0.602 -2.406 2.822  -0.130
10 C 2.731 -2.092 -5.416  -0.076
11 C 1.597 -3.377 2.601  -0.062
12 C -0.224 4.332 -0.495  -0.100
13 C 5.312 -2.150 0.807  -0.067
14 C 0.158 -4.323 4.233  -0.147
15 C -2.319 1.178 2.530  -0.296
16 C -4.539 4.241 4.526  -0.093
17 C 1.573 -4.367 -2.604  -0.060
18 C -3.966 0.267 -4.367  -0.074
19 C 1.386 -4.292 3.653  0.006
20 C 0.440 -1.353 -5.535  -0.061
21 C -0.282 -5.090 -1.263  -0.065
22 C -1.885 -4.748 5.457  -0.091
23 C 0.382 4.647 -3.177  -0.073
24 C -2.358 1.145 3.903  -0.063
25 C 4.518 3.197 -1.048  -0.066
26 C 2.995 -1.470 0.775  -0.388
27 C 3.986 -2.409 0.489  -0.109
28 C -2.865 2.289 1.797  -0.121
29 C -3.432 3.763 -0.027  -0.069
30 C -2.035 -3.612 4.476  -0.139
31 C -3.592 3.182 2.603  -0.081
32 C 5.891 1.268 -1.490  -0.074
33 C 0.671 -2.462 2.137  -0.247
34 C -3.126 -2.851 4.169  0.007
35 C 5.768 2.604 -1.129  -0.068
36 C 1.503 -2.059 -6.071  -0.066
37 C -2.538 1.305 -2.195  -0.345
38 C 4.758 0.525 -1.776  -0.100
39 C 0.596 -0.679 -4.331  -0.089
40 C 1.018 -3.179 -0.576  -0.344
41 C -0.813 -3.395 3.806  -0.080
42 C -1.732 -1.548 2.650  -0.336
43 C -4.230 4.593 0.787  0.005
44 C 2.889 -1.417 -4.219  -0.108
45 C -3.270 2.145 -3.038  -0.096
46 C 3.489 1.110 -1.709  -0.303
47 C 3.379 2.455 -1.330  -0.093
48 C -4.282 4.312 2.117  -0.148
49 C -2.943 -1.802 3.254  -0.052
50 C -4.944 5.041 3.260  -0.092
51 C -3.689 3.106 4.009  -0.148
52 C -3.026 2.120 4.674  -0.003
53 C 0.518 -5.244 -2.384  -0.067
54 C 0.865 5.558 -2.253  -0.084
55 C -2.752 2.648 0.410  -0.262
56 C -2.536 -0.060 -2.462  -0.128
57 C -0.422 -5.228 5.290  -0.089
58 C -0.405 3.578 -2.763  -0.114
59 C 0.559 5.397 -0.906  -0.082
60 C 1.822 -0.702 -3.658  -0.309
61 C -3.978 1.634 -4.112  -0.069
62 C -0.726 3.412 -1.419  -0.396
63 C -0.035 -4.065 -0.361  -0.070
64 C 4.680 -0.024 1.724  -0.069
65 C 5.659 -0.963 1.435  -0.072
66 C 1.814 -3.342 -1.705  -0.120
67 H 0.796 1.287 -2.079  -0.020
68 H -0.672 -3.957 0.508  0.107
69 H -3.310 4.069 -1.059  0.093
70 H 6.868 0.807 -1.544  0.110
71 H -0.511 -1.325 -6.050  0.109
72 H -2.087 -4.405 6.473  0.124
73 H 6.654 3.185 -0.908  0.109
74 H 3.560 -2.638 -5.845  0.110
75 H 4.943 0.912 2.198  0.113
76 H -4.603 6.076 3.309  0.122
77 H -5.409 3.859 5.061  0.122
78 H -0.244 -0.139 -3.912  0.076
79 H 1.471 6.393 -2.578  0.106
80 H 0.143 -5.158 6.221  0.124
81 H 6.070 -2.887 0.576  0.110
82 H -0.770 2.873 -3.500  0.100
83 H -3.979 4.855 5.232  0.122
84 H -4.522 -0.133 -5.204  0.106
85 H 3.727 -3.351 0.024  0.104
86 H 2.553 -3.441 2.107  0.091
87 H 0.322 -6.043 -3.086  0.108
88 H 0.931 6.104 -0.176  0.106
89 H -3.036 2.040 5.752  0.120
90 H 1.383 -2.584 -7.010  0.110
91 H 2.180 -4.969 3.939  0.122
92 H 4.872 -0.520 -2.036  0.092
93 H -6.026 5.072 3.128  0.123
94 H -2.601 -5.544 5.246  0.124
95 H 2.405 2.926 -1.262  0.081
96 H -3.231 -1.644 -3.724  0.109
97 H 2.204 -4.473 -3.476  0.106
98 H 6.692 -0.768 1.693  0.110
99 H -1.106 -5.768 -1.085  0.109
100 H -3.774 -1.147 3.028  0.128
101 H 0.615 4.763 -4.227  0.108
102 H -1.887 0.322 4.422  0.111
103 H -4.536 2.304 -4.752  0.107
104 H -1.998 -0.732 -1.799  0.073
105 H -0.453 4.219 0.559  0.110
106 H -4.732 5.448 0.353  0.121
107 H -3.275 3.216 -2.880  0.095
108 H -4.093 -3.011 4.626  0.123
109 H 4.426 4.238 -0.768  0.108
110 H -0.373 -6.270 4.971  0.124
111 H 3.854 -1.442 -3.730  0.093
112 H 2.603 0.482 1.588  0.103
113 H 2.644 -2.672 -1.887  0.077

Forces on the atoms, in the same order (eV/Å):
Pd 0.4 -0.9 0.5
S -0.2 0.1 -0.9
P -0.4 0.1 -0.1
P 0.0 0.3 -0.1
Si -0.1 -0.1 0.2
O 0.2 0.1 0.4
C 0.0 0.0 0.0
C -0.1 0.1 0.0
C 0.0 0.0 -0.1
C 0.0 0.0 0.0
C -0.1 0.0 0.1
C 0.0 0.0 0.0
C 0.0 0.0 0.0
C -0.1 0.0 0.0
C -0.1 0.1 0.0
C 0.0 0.0 0.0
C -0.1 0.0 0.1
C 0.0 0.1 0.0
C 0.1 0.0 -0.1
C -0.1 0.1 0.1
C 0.0 0.0 0.1
C 0.0 0.0 0.0
C 0.0 0.0 0.0
C 0.0 0.0 0.0
C -0.1 0.0 0.0
C 0.0 -0.1 0.1
C 0.0 0.0 -0.1
C 0.1 -0.1 0.0
C 0.0 0.1 -0.1
C 0.0 -0.1 0.0
C -0.1 0.1 0.0
C 0.0 0.0 0.0
C -0.1 0.1 0.1
C 0.0 0.1 -0.1
C 0.1 0.0 0.0
C 0.1 -0.1 -0.1
C 0.0 0.1 -0.1
C 0.0 0.0 0.0
C 0.1 -0.2 -0.1
C -0.1 0.0 0.0
C 0.0 -0.1 0.0
C 0.1 -0.2 0.2
C 0.1 -0.1 -0.1
C -0.1 0.1 -0.1
C 0.0 0.1 0.0
C 0.2 0.0 0.1
C 0.2 -0.1 0.0
C 0.0 0.0 0.1
C 0.0 0.0 0.0
C 0.0 0.0 0.0
C 0.0 0.1 0.0
C 0.1 -0.1 -0.1
C 0.0 0.0 0.0
C 0.0 0.0 0.0
C 0.2 -0.1 0.2
C 0.1 -0.2 0.1
C 0.0 0.0 0.0
C 0.0 0.0 -0.1
C 0.0 0.0 -0.1
C 0.1 -0.2 -0.1
C 0.0 -0.1 0.0
C 0.0 0.1 0.1
C 0.0 0.0 0.0
C 0.0 0.1 0.0
C 0.0 0.0 0.0
C 0.1 0.0 0.0
H -0.3 0.7 -0.4
H 0.0 0.0 0.0
H 0.0 0.0 0.1
H 0.0 0.0 0.0
H 0.0 0.0 0.0
H 0.0 0.0 0.0
H 0.0 0.0 0.0
H 0.0 0.0 0.0
H 0.0 0.0 0.0
H 0.0 0.0 0.0
H 0.0 0.0 0.0
H -0.1 0.1 0.0
H 0.0 0.0 0.0
H 0.0 0.0 0.0
H 0.0 0.0 0.0
H 0.0 0.0 0.0
H 0.0 0.0 0.0
H 0.0 0.0 0.0
H 0.0 0.0 0.0
H 0.1 0.0 0.0
H 0.0 0.0 0.0
H 0.0 0.0 0.0
H 0.0 0.0 0.0
H 0.0 0.0 0.0
H 0.0 0.0 0.0
H 0.0 0.0 0.0
H 0.0 0.0 0.0
H 0.0 0.0 0.0
H 0.0 0.0 0.0
H 0.0 0.0 0.0
H 0.0 0.0 0.0
H 0.0 0.0 0.0
H 0.0 0.0 0.0
H 0.0 0.0 0.0
H 0.0 0.0 0.0
H 0.0 -0.1 0.0
H 0.0 0.0 0.0
H 0.0 0.1 -0.1
H 0.0 0.0 0.0
H 0.0 0.0 0.0
H 0.0 0.0 0.0
H 0.0 0.0 0.0
H 0.0 0.0 0.0
H 0.0 0.0 0.0
H 0.0 0.0 0.0
H 0.0 -0.1 0.0
H 0.0 0.0 0.0


Number 1: total energy -176403.806 eV, HOMO-LUMO gap 6.9 eV. Number 2: total energy -17158.391 eV, HOMO-LUMO gap 9.6 eV. Number 3: total energy -105796.954 eV, HOMO-LUMO gap 6.7 eV.